# 1
ORCA calculation (ωB97M-V/def2-TZVPD) on C7H10 in the gas phase.

## Properties
- 2S+1 = 1
- net charge = 0
- orbital gap (eV) = 10.99
- LUMO level (eV) = 1.1
- E_HOMO (Eh) = -0.362
- energy above the lowest of the compared OMol25 structures with the same formula, charge and spin (kJ/mol) = 240.9
- structure (SMILES) = C#CC[C@@H]1C[C@@H]1C
- molecular weight (g mol⁻¹) = 94.16

Each line ends with the Mulliken charge.
Geometry (Å):
C  -0.568  -2.959  0.490  0.035
C  -0.979  -1.827  0.435  -0.363
C  -1.370  -0.410  0.407  -0.830
C  -0.198  0.431  0.889  -0.113
C  0.117  1.827  0.426  -0.720
C  0.999  0.679  0.015  0.174
C  1.012  0.268  -1.441  -1.409
H  -0.201  -3.960  0.540  0.405
H  -1.681  -0.133  -0.606  0.283
H  -2.244  -0.255  1.051  0.323
H  0.031  0.241  1.936  0.347
H  0.479  2.533  1.169  0.272
H  -0.484  2.279  -0.360  0.243
H  1.963  0.590  0.514  0.382
H  1.687  0.917  -2.011  0.379
H  1.336  -0.770  -1.571  0.320
H  0.018  0.366  -1.892  0.272

---

# 2
ORCA calculation (ωB97M-V/def2-TZVPD) on Cl2H3NP2 in the gas phase.

## Properties
- 2S+1 = 1
- net charge = 0
- orbital gap (eV) = 10.00
- LUMO level (eV) = 0.5
- E_HOMO (Eh) = -0.348
- energy above the lowest of the compared OMol25 structures with the same formula, charge and spin (kJ/mol) = 0.0
- structure (SMILES) = ClPNPCl
- molecular weight (g mol⁻¹) = 149.89

Each line ends with the Mulliken charge.
Geometry (Å):
Cl  2.268  2.284  0.350  -0.183
P  0.929  1.564  -0.956  0.106
N  0.561  -0.013  -0.345  -0.265
P  0.805  -1.578  -0.881  0.113
Cl  2.379  -2.240  0.277  -0.220
H  -0.404  2.104  -0.629  0.082
H  0.267  0.044  0.562  0.292
H  -0.432  -1.944  -0.167  0.075

---

# 3
ORCA calculation (ωB97M-V/def2-TZVPD) on a molecular structure, C40H73Br26O.

## Properties
- 2S+1 = 1
- net charge = -1
- orbital gap (eV) = 3.10
- LUMO level (eV) = 1.4
- E_HOMO (Eh) = -0.062
- molecular weight (g mol⁻¹) = 2647.53

Each line ends with the Mulliken charge.
Geometry (Å):
C  -2.082  -1.647  -1.693  1.230
C  -3.270  -1.610  -2.866  -0.723
C  -2.664  -2.230  -4.297  0.343
C  -3.894  -2.168  -5.377  -0.983
C  -5.139  -3.190  -5.091  -0.272
C  -6.367  -2.562  -4.195  -0.392
O  -6.654  -3.508  -3.067  -0.536
C  -2.184  -3.763  -3.967  -0.818
C  -0.564  -3.989  -3.887  1.257
C  0.572  -3.353  -4.881  -1.053
C  2.181  -3.753  -4.658  -0.160
C  2.684  -4.806  -3.460  -0.412
C  1.545  -5.423  -2.446  0.469
C  1.878  -6.460  -1.212  -0.988
C  -0.024  -5.012  -2.688  -0.964
H  -2.030  -2.715  -1.195  -0.063
H  -2.171  -0.776  -0.918  -0.663
H  -1.052  -1.515  -2.280  -0.394
H  -3.625  -0.479  -3.016  0.185
H  -4.144  -2.287  -2.486  0.038
H  -4.336  -1.063  -5.360  0.260
H  -3.509  -2.373  -6.462  0.298
H  -4.853  -4.219  -4.615  0.221
H  -5.609  -3.446  -6.158  0.229
H  -7.354  -2.595  -4.864  0.256
H  -6.176  -1.470  -3.817  0.259
H  -6.729  -4.421  -3.513  0.305
H  -2.621  -4.441  -4.846  0.153
H  -2.728  -4.092  -2.984  0.093
H  0.259  -2.635  -5.751  0.437
H  3.051  -3.333  -5.338  0.275
H  3.806  -5.127  -3.307  0.491
H  1.878  -7.577  -1.626  0.166
H  1.053  -6.399  -0.357  0.248
H  2.960  -6.229  -0.818  0.227
H  -0.835  -5.488  -1.960  0.021
Br  -1.930  0.767  0.966  -0.268
C  -2.157  -0.268  2.604  -0.500
C  -0.971  -1.172  2.848  -0.073
Br  -1.027  -2.738  1.687  -0.109
H  -3.103  -0.806  2.512  0.389
H  -2.243  0.478  3.401  0.324
H  -0.995  -1.571  3.866  -0.340
H  -0.009  -0.682  2.677  0.461
Br  -0.747  -1.100  6.294  -0.125
C  -2.154  -1.891  7.389  -0.516
C  -2.776  -3.085  6.703  -0.641
Br  -3.999  -2.528  5.290  -0.132
H  -2.870  -1.096  7.612  0.384
H  -1.655  -2.195  8.315  0.326
H  -3.392  -3.654  7.405  0.399
H  -2.042  -3.754  6.245  0.334
Br  -5.131  -8.579  3.659  -0.141
C  -5.724  -6.830  4.288  -0.475
C  -6.033  -5.908  3.131  -0.638
Br  -4.397  -5.216  2.324  -0.058
H  -4.945  -6.448  4.952  0.261
H  -6.628  -7.030  4.873  0.353
H  -6.575  -5.024  3.478  0.305
H  -6.603  -6.390  2.332  0.393
Br  -3.742  7.143  0.831  -0.169
C  -2.781  5.519  0.336  -0.582
C  -3.295  4.324  1.105  -0.196
Br  -2.628  4.324  2.938  -0.126
H  -1.718  5.715  0.497  0.373
H  -2.965  5.396  -0.736  0.364
H  -2.920  3.394  0.666  -0.093
H  -4.386  4.280  1.162  0.378
Br  4.287  -3.833  -1.879  0.029
C  5.693  -2.624  -1.271  -0.521
C  6.223  -1.785  -2.411  -0.434
Br  7.417  -2.820  -3.553  -0.197
H  6.458  -3.239  -0.792  0.046
H  5.215  -1.991  -0.517  0.391
H  6.835  -0.962  -2.031  0.326
H  5.437  -1.380  -3.055  0.296
Br  8.530  -5.174  -0.739  -0.103
C  9.988  -3.879  -0.677  -0.535
C  10.020  -3.154  0.649  -0.553
Br  8.625  -1.794  0.743  -0.127
H  9.861  -3.213  -1.534  0.304
H  10.899  -4.471  -0.814  0.341
H  10.960  -2.606  0.765  0.342
H  9.881  -3.815  1.509  0.355
Br  -0.985  8.824  2.904  -0.114
C  -2.214  10.286  2.505  -0.716
C  -1.622  11.620  2.897  0.044
Br  -1.709  11.891  4.827  -0.137
H  -3.154  10.061  3.015  0.396
H  -2.371  10.237  1.423  0.373
H  -2.206  12.440  2.469  0.372
H  -0.575  11.733  2.606  -0.197
Br  1.930  -3.896  7.296  -0.122
C  3.388  -2.601  7.357  -0.575
C  3.420  -1.876  8.683  -0.560
Br  2.025  -0.516  8.777  -0.130
H  3.261  -1.935  6.500  0.363
H  4.299  -3.193  7.220  0.340
H  4.360  -1.328  8.799  0.323
H  3.281  -2.537  9.543  0.359
Br  3.669  0.052  -5.801  -0.182
C  1.919  0.882  -5.567  -0.266
C  1.449  0.772  -4.135  -0.667
Br  0.802  -1.025  -3.740  0.118
H  1.243  0.409  -6.284  0.475
H  2.063  1.930  -5.846  -0.081
H  0.591  1.428  -3.960  0.336
H  2.229  0.999  -3.403  0.372
Br  -1.595  -7.175  -7.513  -0.157
C  -0.986  -8.652  -6.393  -0.596
C  -1.021  -8.279  -4.929  -0.640
Br  0.479  -7.124  -4.459  0.028
H  0.009  -8.932  -6.747  0.347
H  -1.684  -9.470  -6.599  0.362
H  -0.903  -9.168  -4.303  0.346
H  -1.934  -7.752  -4.637  0.333
Br  0.773  5.037  -5.022  -0.133
C  0.679  5.696  -6.855  -0.564
C  0.240  4.607  -7.806  -0.570
Br  1.697  3.367  -8.181  -0.132
H  1.661  6.113  -7.095  0.359
H  -0.058  6.505  -6.828  0.329
H  -0.030  5.031  -8.778  0.331
H  -0.597  4.013  -7.429  0.380
Br  1.637  12.785  2.272  -0.175
C  2.624  11.605  3.472  -0.366
C  3.990  11.277  2.915  -0.585
Br  3.870  9.952  1.489  -0.137
H  2.000  10.725  3.640  0.093
H  2.715  12.165  4.409  0.409
H  4.617  10.813  3.682  0.364
H  4.511  12.145  2.501  0.372
Br  0.269  6.547  7.595  -0.137
C  -0.324  8.295  8.224  -0.645
C  -0.633  9.217  7.067  -0.550
Br  1.003  9.909  6.260  -0.092
H  0.455  8.677  8.888  0.361
H  -1.228  8.095  8.808  0.381
H  -1.175  10.101  7.414  0.340
H  -1.203  8.735  6.268  0.352

---

# 4
ORCA calculation (ωB97M-V/def2-TZVPD) on 4 unconnected molecules or ions with the total composition C24H21FN2O12P.

## Properties
- 2S+1 = 1
- net charge = +1
- orbital gap (eV) = 5.65
- LUMO level (eV) = -5.5
- E_HOMO (Eh) = -0.408
- molecular weight (g mol⁻¹) = 579.41

Each line ends with the Mulliken charge.
Geometry (Å):
C  -0.318  2.271  -1.380  -0.947
P  -1.445  2.480  -2.843  0.184
C  -0.639  3.824  -3.906  -1.056
N  -3.018  3.220  -2.361  0.892
N  -3.032  4.357  -1.672  -0.842
C  -4.227  4.824  -1.342  -0.169
C  -5.575  4.296  -1.615  -0.278
C  -5.536  3.052  -2.412  -0.449
C  -4.182  2.644  -2.707  0.675
F  -4.062  1.511  -3.440  -0.279
H  -0.635  1.454  -0.678  0.283
H  -0.102  3.221  -0.818  0.393
H  0.674  1.941  -1.796  0.318
H  -1.325  3.934  -4.789  0.336
H  0.352  3.433  -4.228  0.371
H  -0.590  4.759  -3.297  0.342
H  -4.206  5.772  -0.749  0.381
H  -6.527  4.745  -1.270  0.400
H  -6.454  2.511  -2.717  0.450
C  -3.595  -2.226  -0.467  -0.636
C  -3.441  -1.625  -1.648  -0.031
C  -3.358  -2.405  -2.919  1.072
O  -3.236  -1.808  -3.975  -0.637
C  -3.422  -3.861  -2.837  -1.026
C  -3.573  -4.468  -1.654  0.359
C  -3.684  -3.685  -0.384  0.970
O  -3.839  -4.273  0.667  -0.600
O  -3.633  -5.804  -1.551  -0.554
O  -3.353  -0.282  -1.757  -0.402
H  -3.658  -1.671  0.459  0.415
H  -3.343  -4.415  -3.762  0.440
H  -3.745  -5.991  -0.599  0.357
H  -3.247  -0.106  -2.710  0.233
C  1.681  -2.094  0.843  -0.886
C  2.971  -2.413  0.994  0.342
C  3.923  -2.384  -0.159  0.894
O  5.090  -2.663  0.025  -0.593
C  3.396  -2.021  -1.476  -0.893
C  2.107  -1.706  -1.624  0.352
C  1.163  -1.709  -0.466  0.893
O  -0.003  -1.395  -0.647  -0.424
O  1.595  -1.370  -2.826  -0.599
O  3.471  -2.772  2.187  -0.590
H  0.983  -2.108  1.669  0.494
H  4.089  -2.021  -2.306  0.457
H  0.649  -1.190  -2.666  0.277
H  4.421  -2.949  2.030  0.329
C  3.981  -0.363  4.151  -0.741
C  5.206  0.102  3.891  0.366
C  5.919  1.003  4.847  0.752
O  7.041  1.388  4.578  -0.611
C  5.225  1.388  6.075  -0.975
C  3.997  0.925  6.334  0.360
C  3.296  0.003  5.389  0.876
O  2.186  -0.410  5.672  -0.619
O  3.337  1.267  7.454  -0.557
O  5.855  -0.219  2.756  -0.499
H  3.457  -1.016  3.467  0.505
H  5.744  2.054  6.751  0.420
H  2.479  0.802  7.405  0.354
H  6.716  0.239  2.808  0.351

---

# 5
ORCA calculation (ωB97M-V/def2-TZVPD) on a molecular structure, C31H62N8O10P2PbS.

## Properties
- 2S+1 = 1
- net charge = +4
- orbital gap (eV) = 7.30
- LUMO level (eV) = -10.9
- E_HOMO (Eh) = -0.670
- energy above the lowest of the compared OMol25 structures with the same formula, charge and spin (kJ/mol) = 0.0
- molecular weight (g mol⁻¹) = 1008.10

Each line ends with the Mulliken charge.
Geometry (Å):
Pb  0.547  0.612  -0.160  2.108
C  -0.344  -3.464  2.880  -1.867
C  -0.237  -2.109  2.256  0.496
N  -1.093  -1.637  1.414  0.234
N  -2.202  -2.430  1.214  -0.136
C  -3.310  -2.071  0.594  0.370
N  -4.415  -2.777  0.698  -0.336
S  -3.413  -0.573  -0.411  -0.087
C  0.868  -1.228  2.739  0.823
C  1.666  -1.657  3.794  -0.601
C  2.535  -0.763  4.413  -0.988
C  2.572  0.543  3.975  -0.780
C  1.807  0.881  2.864  -0.241
N  1.006  0.023  2.248  0.130
H  -1.309  -3.952  2.756  0.422
H  -0.146  -3.423  3.948  0.457
H  0.409  -4.121  2.437  0.449
H  -2.240  -3.305  1.735  -0.046
H  -4.524  -3.559  1.335  0.226
H  -5.256  -2.466  0.233  0.283
H  1.611  -2.667  4.170  0.427
H  3.143  -1.089  5.246  0.535
H  3.191  1.286  4.458  0.515
H  1.841  1.879  2.445  0.383
C  2.952  -5.870  -1.765  -1.593
C  2.141  -4.631  -1.456  0.845
C  0.959  -4.919  -0.544  -0.940
O  3.016  -3.667  -0.792  -0.313
P  2.920  -2.122  -1.101  -0.261
O  1.533  -1.587  -0.948  -0.121
C  4.113  -1.514  0.126  -0.628
P  4.208  0.299  0.134  -0.775
O  2.864  0.954  0.000  -0.046
O  5.168  0.629  -1.050  0.375
C  5.132  1.907  -1.784  0.511
C  6.535  2.180  -2.284  -1.438
C  4.131  1.798  -2.921  -0.725
O  4.780  0.793  1.504  -0.304
C  6.082  0.545  2.159  0.458
C  6.128  -0.854  2.745  -1.034
C  7.249  0.820  1.234  -1.310
O  3.433  -1.866  -2.558  -0.174
C  4.554  -2.638  -3.151  0.651
C  5.758  -1.746  -3.376  -1.089
C  4.048  -3.230  -4.451  -1.552
H  2.322  -6.623  -2.237  0.427
H  3.361  -6.291  -0.847  0.382
H  3.777  -5.642  -2.439  0.357
H  1.781  -4.171  -2.384  0.125
H  1.317  -5.370  0.382  0.377
H  0.286  -5.624  -1.032  0.467
H  0.428  -3.991  -0.319  -0.241
H  5.085  -1.961  -0.088  0.640
H  3.777  -1.848  1.109  0.684
H  4.821  2.684  -1.081  0.294
H  6.906  1.334  -2.862  0.247
H  7.225  2.365  -1.463  0.322
H  6.525  3.058  -2.928  0.444
H  4.457  1.040  -3.630  0.211
H  4.075  2.755  -3.439  0.545
H  3.143  1.525  -2.550  -0.172
H  6.073  1.280  2.963  0.317
H  6.281  -1.603  1.968  0.252
H  5.210  -1.075  3.290  0.112
H  6.964  -0.918  3.440  0.519
H  7.261  0.123  0.396  0.191
H  8.179  0.705  1.789  0.560
H  7.208  1.839  0.851  0.263
H  4.812  -3.438  -2.453  0.318
H  5.577  -1.065  -4.207  0.322
H  6.617  -2.366  -3.627  0.475
H  5.995  -1.169  -2.486  0.054
H  3.737  -2.434  -5.127  0.368
H  3.207  -3.903  -4.282  0.327
H  4.849  -3.795  -4.925  0.424
N  -2.332  5.674  0.768  -0.173
C  -1.539  4.686  1.548  -0.784
C  -1.241  3.498  0.569  0.663
O  -0.509  2.586  1.005  -0.699
O  -1.798  3.600  -0.545  -0.776
H  -3.251  5.867  1.160  0.349
H  -2.420  5.112  -0.150  0.342
H  -1.855  6.561  0.619  0.350
H  -2.112  4.304  2.389  0.344
H  -0.607  5.101  1.921  0.336
C  -4.263  0.715  -3.017  -1.323
N  -4.002  -0.663  -3.435  0.097
C  -4.703  -1.115  -4.648  -0.695
C  -4.832  -2.626  -4.632  -0.712
C  -3.450  -3.236  -4.492  -0.616
N  -2.756  -2.630  -3.345  0.252
C  -1.588  -3.346  -2.824  -1.160
C  -3.120  -1.456  -2.866  0.678
O  -2.495  -1.076  -1.717  0.010
H  -5.212  0.792  -2.486  0.381
H  -4.328  1.324  -3.918  0.399
H  -3.461  1.125  -2.404  0.509
H  -4.145  -0.784  -5.528  0.324
H  -5.682  -0.640  -4.667  0.470
H  -5.307  -2.966  -5.550  0.385
H  -5.462  -2.937  -3.796  0.301
H  -2.859  -3.089  -5.399  0.363
H  -3.520  -4.307  -4.305  0.401
H  -1.893  -4.180  -2.190  0.386
H  -0.936  -2.673  -2.274  0.183
H  -1.035  -3.751  -3.671  0.496
C  1.939  4.020  -1.217  -0.726
C  1.124  3.364  -2.296  0.534
N  0.986  4.062  -3.426  -0.346
O  0.581  2.253  -2.167  -0.506
H  2.791  4.549  -1.639  0.529
H  2.276  3.279  -0.497  -0.305
H  1.317  4.749  -0.694  0.368
H  1.432  4.954  -3.556  0.202
H  0.479  3.674  -4.205  0.249

---

# 6
ORCA calculation (ωB97M-V/def2-TZVPD) on C2H2F3NO2 in the gas phase.

## Properties
- 2S+1 = 1
- net charge = 0
- orbital gap (eV) = 11.61
- LUMO level (eV) = -0.2
- E_HOMO (Eh) = -0.435
- energy above the lowest of the compared OMol25 structures with the same formula, charge and spin (kJ/mol) = 424.1
- structure (SMILES) = O=[N+]([O-])[C@@H](F)C(F)F
- molecular weight (g mol⁻¹) = 129.04

Each line ends with the Mulliken charge.
Geometry (Å):
O  -1.284  -1.159  0.083  -0.518
N  -1.617  -0.020  -0.093  0.939
O  -2.742  0.366  -0.060  -0.511
C  -0.638  1.174  -0.189  0.080
F  -1.374  2.348  -0.150  -0.231
C  0.569  1.113  0.777  0.276
F  1.570  1.896  0.409  -0.225
F  1.067  -0.157  0.869  -0.234
H  -0.096  1.248  -1.194  0.193
H  0.323  1.311  1.800  0.233

---

# 7
ORCA calculation (ωB97M-V/def2-TZVPD) on C8H16BNO5 in the gas phase.

## Properties
- 2S+1 = 1
- net charge = 0
- orbital gap (eV) = 10.18
- LUMO level (eV) = 0.4
- E_HOMO (Eh) = -0.361
- energy above the lowest of the compared OMol25 structures with the same formula, charge and spin (kJ/mol) = 0.0
- structure (SMILES) = N[C@@]1(C(=O)O)CCO[C@H]1CCCB(O)O
- molecular weight (g mol⁻¹) = 217.03

Each line ends with the Mulliken charge.
Geometry (Å):
N  0.242  0.403  -1.430  -0.714
C  0.767  1.237  -0.356  1.101
C  2.321  1.309  -0.596  0.170
O  2.883  0.312  -0.970  -0.573
O  2.899  2.523  -0.354  -0.444
C  0.105  2.667  -0.311  -0.726
C  -0.714  2.609  1.010  -0.570
O  -0.170  1.658  1.859  -0.526
C  0.462  0.640  1.030  -0.115
C  -0.386  -0.576  0.998  -1.094
C  0.329  -1.832  0.523  -0.380
C  -0.575  -3.033  0.471  -0.983
B  -1.862  -2.726  -0.406  0.653
O  -2.997  -3.496  -0.320  -0.537
O  -1.854  -1.616  -1.213  -0.734
H  1.045  -0.179  -1.630  0.271
H  0.103  0.928  -2.284  0.261
H  3.827  2.401  -0.600  0.391
H  -0.524  2.791  -1.202  0.278
H  0.913  3.457  -0.316  0.269
H  -1.756  2.458  0.804  0.302
H  -0.667  3.561  1.528  0.420
H  1.436  0.447  1.508  0.440
H  -0.770  -0.752  2.004  0.583
H  -1.270  -0.323  0.426  0.194
H  1.153  -2.030  1.212  0.490
H  0.826  -1.671  -0.448  0.211
H  -0.091  -3.896  -0.047  0.366
H  -0.955  -3.288  1.461  0.292
H  -3.589  -3.007  -0.926  0.315
H  -1.130  -0.976  -1.424  0.389